Computed, not measured: a single C4H6N2O molecule in a non-equilibrium geometry, with ωB97M-V/def2-TZVPD.

Cartesian coordinates (Å):
H -2.29567 1.60718 -0.98291
N -1.65464 0.82148 -0.90703
C -1.75768 0.28094 0.22796
O -1.03752 -0.79047 0.61692
C 0.16010 -1.05531 -0.11029
C 1.29970 -0.21409 0.51033
C 1.92448 0.73859 -0.41025
N 2.43267 1.49133 -1.12473
H -2.40825 0.59027 1.04865
H 0.02420 -0.84066 -1.17220
H 0.35200 -2.12078 0.02610
H 0.87780 0.34650 1.35075
H 2.08280 -0.85496 0.92670

The calculation puts the total energy at -340.73836 a.u. The total charge is 0. The value obtained for the orbital gap is 11.27 eV. Its structure (SMILES) is [H]/N=C/OCCC#N. The energy above the lowest of the compared OMol25 structures with the same formula, charge and spin comes out at 35.5 kcal per mole. The HOMO energy comes out at -10.551 eV.

=====

Computed, not measured: C29H44BrCrN3P2 as an isolated structure in a non-equilibrium geometry, with ωB97M-V/def2-TZVPD.

Cartesian coordinates (Å):
C -0.47726 6.70426 -2.99828
C -0.80622 5.34028 -3.20743
C -0.94848 4.96680 -4.56530
C -0.86062 5.91799 -5.57888
N -0.61127 7.19340 -5.33473
C -0.41122 7.58493 -4.09388
C -1.00204 4.39936 -2.13625
C -1.18814 3.60482 -1.24377
C -0.81635 2.62677 -0.39789
C 0.26874 2.69330 0.46178
C 1.10366 1.56232 0.55719
C 0.65893 0.27918 0.21953
C -0.40229 0.27299 -0.68682
C -1.45684 1.37287 -0.61780
Cr -2.18245 0.02427 0.57277
P 2.24751 -1.20474 1.20269
H -1.18588 3.94191 -4.87964
H -0.31679 7.14945 -2.02725
H -1.01571 5.66729 -6.62409
H -0.21458 8.64438 -3.98092
H -2.46094 1.40006 -1.14951
H 0.69253 3.69433 0.74826
H -0.78908 -0.70462 -1.06231
H 2.20050 1.74517 0.71842
C 2.74054 -2.63809 2.35772
C 3.73632 -3.70892 1.98728
H 1.79914 -3.11352 2.65732
H 3.06432 -2.18682 3.29988
H 3.96146 -4.36138 2.85287
H 3.35264 -4.36219 1.19630
H 4.67575 -3.27818 1.64612
C 2.96856 -1.62821 -0.42120
C 3.57971 -0.48293 -1.21906
H 2.12379 -2.02547 -1.00150
H 3.68213 -2.46813 -0.29843
H 3.55646 -0.70271 -2.29048
H 3.06787 0.46742 -1.07716
H 4.62116 -0.29899 -0.99495
C 3.60570 -0.10516 1.88524
C 5.02668 -0.62821 2.10290
H 3.20464 0.24367 2.84525
H 3.62994 0.74458 1.20450
H 5.65845 0.20695 2.44748
H 5.07972 -1.41366 2.86946
H 5.49135 -1.00866 1.18415
Br -0.32834 -1.99728 2.35111
P -2.11286 -2.32390 -0.79690
C -0.48960 -3.17426 -0.46657
C -0.08649 -4.46380 -1.15795
H -0.39589 -3.32378 0.64034
H 0.24871 -2.37385 -0.67915
H 0.97506 -4.43682 -1.42514
H -0.19214 -5.33420 -0.51825
H -0.65037 -4.65807 -2.06341
C -3.39858 -2.30176 0.49061
C -4.47087 -3.37453 0.37369
H -3.84952 -1.28231 0.49334
H -2.90044 -2.44731 1.44771
H -4.84351 -3.65405 1.34136
H -5.32364 -3.07061 -0.20304
H -4.09965 -4.28275 -0.10350
C -2.18360 -1.55056 -2.53645
C -2.85297 -2.19839 -3.74013
H -1.16304 -1.27116 -2.83135
H -2.74670 -0.62745 -2.30249
H -3.31865 -1.38684 -4.31385
H -2.10141 -2.67744 -4.39674
H -3.62156 -2.93194 -3.47503
C 0.12996 0.33996 4.23592
C -1.14204 0.89502 3.76733
N -1.73010 0.77211 2.58543
C -2.97831 1.41878 2.68737
C -3.10937 1.88993 3.96267
N -1.97529 1.52189 4.63434
H 0.71707 1.07267 4.78710
H -0.01225 -0.52820 4.87413
H 0.69542 0.04234 3.37420
H -3.62535 1.46143 1.83102
H -3.95238 2.42305 4.39459
H -1.76330 1.70592 5.60805

The calculation puts the total energy at -5596.01374 a.u. The total charge is +2. The value obtained for the orbital gap (spin up / spin down) is 6.05 / 6.58 eV. The energy above the lowest of the compared OMol25 structures with the same formula, charge and spin comes out at 108.7 kcal per mole. The HOMO energy (spin up / spin down) comes out at -13.094 / -13.607 eV. As for the spin multiplicity: 5.

=====

Computed, not measured: a single C6H15N molecule in a non-equilibrium geometry, with ωB97M-V/def2-TZVPD.

Cartesian coordinates (Å):
C -1.42157 -0.08204 -2.23939
C -1.05821 -0.90673 -1.11727
C 0.48374 -0.91570 -0.68487
C 1.20476 0.41198 -0.35239
C 0.40308 1.34097 0.73764
C -0.14597 0.46326 1.85670
N 1.09712 0.11816 2.72266
H -1.52473 0.98803 -2.05947
H -2.47351 -0.47576 -2.67716
H -0.86255 -0.29656 -3.18388
H -1.30682 -1.99359 -1.27922
H -1.61444 -0.87200 -0.18570
H 0.97182 -1.39882 -1.59279
H 0.80823 -1.51590 0.07853
H 2.20738 0.33339 0.13981
H 1.47604 1.23726 -1.06351
H -0.56759 1.85696 0.16746
H 1.13579 2.04524 1.01721
H -0.78937 0.88724 2.66236
H -0.79031 -0.37898 1.50586
H 1.90227 -0.26697 2.12598
H 0.86482 -0.57944 3.42144

The calculation puts the total energy at -292.27552 a.u. The total charge is 0. The value obtained for the orbital gap is 10.28 eV. Its structure (SMILES) is CCCCCCN. The energy above the lowest of the compared OMol25 structures with the same formula, charge and spin comes out at 58.7 kcal per mole. The HOMO energy comes out at -9.218 eV.

=====

Computed, not measured: an isolated ion of composition C2H6N3S and charge +1 in a non-equilibrium geometry, with ωB97M-V/def2-TZVPD.

Cartesian coordinates (Å):
N 0.85725 -1.70593 0.31197
C 0.07480 -0.96470 -0.44361
N 0.59647 0.73009 -0.40141
C -0.35549 1.48054 -0.01022
N -1.51084 0.94354 0.24828
S -1.71091 -0.79539 0.00197
H 1.76814 -1.97185 -0.04958
H 0.83000 -1.78567 1.37981
H 0.26960 -0.91514 -1.50665
H 1.66323 1.00695 -0.47794
H -0.32511 2.61350 0.05945
H -2.15714 1.36406 0.88793

The calculation puts the total energy at -641.96577 a.u. The total charge is +1. The value obtained for the orbital gap is 9.92 eV. Its structure (SMILES) is N[C@@H]1[NH+]=CNS1. The energy above the lowest of the compared OMol25 structures with the same formula, charge and spin comes out at 31.4 kcal per mole. The HOMO energy comes out at -13.647 eV.

=====

Computed, not measured: C27H43I2MgN4SSi4 as an isolated structure, with ωB97M-V/def2-TZVPD.

Cartesian coordinates (Å):
Mg 0.64867 -0.25617 -1.49865
S 2.27451 3.71182 -3.45394
C 1.70348 2.24243 -3.09048
N 1.29163 1.17635 -2.82065
N 2.30617 -1.19101 -0.41233
C 2.95562 -0.78565 0.60575
C 3.07425 0.67686 0.88616
C 3.05759 1.15908 2.19401
C 3.20216 2.51570 2.43427
C 3.40254 3.39383 1.37757
C 3.45116 2.91758 0.07510
C 3.28046 1.56299 -0.16833
C 3.65907 -1.66855 1.58362
C 2.94766 -2.62984 2.29453
C 3.59250 -3.42562 3.22703
C 4.95591 -3.27716 3.44394
C 5.66907 -2.31642 2.74171
C 5.01766 -1.50114 1.82804
H 2.91470 0.46945 3.01731
H 3.15708 2.89024 3.44918
H 3.51939 4.45273 1.57137
H 3.60303 3.58250 -0.76456
H 3.32705 1.18218 -1.18151
H 1.88673 -2.74895 2.11120
H 3.03135 -4.16927 3.77770
H 5.46169 -3.90854 4.16342
H 6.73165 -2.19671 2.90940
H 5.56545 -0.73421 1.29360
C -3.12379 -0.03935 -3.16916
Si -3.00956 1.24965 -1.79312
C -4.77248 1.50471 -1.15311
C -2.48057 2.87090 -2.59968
Si -1.43440 0.65320 -0.15389
Si -1.27129 2.59498 1.12284
C -0.53579 2.19632 2.81788
C -2.92507 3.44964 1.47012
C -0.20774 3.89685 0.27125
Si -2.58920 -0.83320 1.22962
C -3.82133 -0.06585 2.44580
C -1.36663 -1.81489 2.29487
C -3.63242 -2.03470 0.19854
H -3.88294 0.24167 -3.90520
H -3.38796 -1.02203 -2.76854
H -2.16859 -0.14964 -3.68817
H -5.42472 1.85834 -1.95753
H -4.80140 2.23981 -0.34592
H -5.19603 0.57296 -0.76975
H -3.11376 3.11324 -3.45801
H -1.44546 2.80460 -2.94641
H -2.54201 3.70295 -1.89436
H -1.23142 1.59355 3.40755
H -0.33251 3.11791 3.37241
H 0.39865 1.64072 2.72765
H -3.64251 2.77706 1.94485
H -3.37507 3.83167 0.55044
H -2.76480 4.30150 2.13924
H 0.69649 3.47042 -0.16413
H 0.08766 4.68704 0.96876
H -0.76868 4.35956 -0.54338
H -3.34822 0.60262 3.16818
H -4.32880 -0.85860 3.00471
H -4.58141 0.50634 1.90624
H -0.79149 -1.12122 2.91501
H -0.65057 -2.37016 1.68173
H -1.87305 -2.52441 2.95540
H -4.55976 -1.52696 -0.08071
H -3.90584 -2.93407 0.75830
H -3.14006 -2.34437 -0.72109
I 2.60382 -3.23903 -1.12668
I 2.54012 -6.02296 -2.45623
C -0.84810 -3.65714 -1.73111
C -0.19029 -2.97120 -2.87407
N 0.07922 -1.68467 -3.00686
C 0.70815 -1.54374 -4.23311
C 0.81158 -2.75672 -4.82771
N 0.22980 -3.64973 -3.95919
H -0.94068 -2.98371 -0.88054
H -0.25073 -4.52274 -1.43764
H -1.84789 -3.99424 -2.00853
H 1.05583 -0.58223 -4.56753
H 1.25349 -3.06151 -5.75847
H 0.35195 -4.65359 -3.96599

The calculation puts the total energy at -3625.65589 a.u. The total charge is -1. The value obtained for the orbital gap is 7.24 eV. The energy above the lowest of the compared OMol25 structures with the same formula, charge and spin comes out at 0.0 kcal per mole. The HOMO energy comes out at -5.115 eV.

=====

Computed, not measured: a single C20H27N5S molecule in a non-equilibrium geometry, with ωB97M-V/def2-TZVPD.

Cartesian coordinates (Å):
C -1.58302 -0.12259 -4.47070
C -0.34311 -0.99116 -4.64979
C 0.95527 -0.18636 -4.72172
C 1.27172 0.58325 -3.43470
N 1.40055 -0.28895 -2.29620
C 2.46185 -1.13302 -2.00626
C 3.66733 -1.28329 -2.67073
C 4.57388 -2.19945 -2.16505
C 4.29478 -2.95014 -1.02680
C 3.09666 -2.80408 -0.35361
C 2.17525 -1.89053 -0.84429
C 0.86785 -1.48058 -0.42309
N 0.07123 -1.84337 0.56075
N -1.08990 -1.25572 0.64854
C -1.43965 -0.31600 -0.22119
S -3.00979 0.41338 -0.06113
C -3.45973 -0.08775 1.63266
C -2.98947 0.96421 2.63674
N -1.55720 1.15166 2.54302
C -0.77449 0.24845 3.36518
C -0.75753 0.63746 4.84876
C -0.26800 2.07530 5.00513
C -1.11925 3.00633 4.14511
C -1.09776 2.51630 2.69232
N -0.72473 0.11683 -1.26799
C 0.44409 -0.48540 -1.36534
H -1.60208 0.33280 -3.48381
H -2.47949 -0.72913 -4.57401
H -1.61200 0.66206 -5.22392
H -0.43496 -1.56469 -5.57536
H -0.28200 -1.70916 -3.82835
H 1.78040 -0.86854 -4.94032
H 0.88977 0.53612 -5.53762
H 0.46577 1.28220 -3.20514
H 2.20478 1.14245 -3.55805
H 3.90020 -0.70650 -3.55254
H 5.52020 -2.33416 -2.66759
H 5.02887 -3.65503 -0.66687
H 2.86962 -3.37751 0.53099
H -2.98374 -1.05074 1.80026
H -4.54396 -0.18472 1.64939
H -3.32088 0.64779 3.63800
H -3.48499 1.90964 2.40186
H -1.15874 -0.76388 3.23555
H 0.25027 0.26414 2.97931
H -1.76374 0.54897 5.26578
H -0.10860 -0.04834 5.39538
H -0.31215 2.37946 6.05366
H 0.77378 2.13890 4.68010
H -2.14832 3.00912 4.51274
H -0.73880 4.02804 4.19563
H -1.70768 3.16307 2.05675
H -0.06833 2.55286 2.31861

The calculation puts the total energy at -1450.28089 a.u. The total charge is 0. The value obtained for the orbital gap is 8.05 eV. Its structure (SMILES) is CCCCn1c2ccccc2c2nnc(SCCN3CCCCC3)nc21. The energy above the lowest of the compared OMol25 structures with the same formula, charge and spin comes out at 2.4 kcal per mole. The HOMO energy comes out at -7.958 eV.

=====

Computed, not measured: C29H36Ge2N3O2Ru as an isolated structure, with ωB97M-V/def2-TZVPD.

Cartesian coordinates (Å):
Ru 0.13103 0.25473 1.37571
C 4.75310 -0.35540 1.54006
C 3.21958 -0.46826 1.62602
Ge 2.51409 0.53018 0.07278
C 2.34931 -0.52997 -1.55870
C 3.71752 -0.63404 -2.24863
C 3.23579 2.29432 -0.18843
C 2.37133 3.30983 -0.19886
Ge 0.56640 2.61822 0.00411
C -0.45266 2.29099 -1.63292
C -0.59514 3.53902 -2.51358
C -0.48143 3.10224 1.62611
C -0.99013 4.54422 1.43520
C 2.67921 4.74495 -0.36702
C 1.66206 5.65113 -0.65539
C 1.93682 6.99838 -0.83523
C 3.24181 7.45408 -0.71674
C 4.26349 6.56006 -0.41372
C 3.98744 5.21581 -0.23752
H 5.20262 -0.93346 2.34779
H 5.08536 0.67728 1.64364
H 5.14236 -0.74868 0.60106
H 2.86494 -0.06313 2.57471
H 2.89001 -1.50589 1.56018
H 1.62915 -0.03956 -2.21459
H 1.94288 -1.51382 -1.32155
H 4.12270 0.34916 -2.49172
H 3.62038 -1.18891 -3.18147
H 4.44803 -1.16041 -1.63395
H 4.30330 2.43841 -0.34138
H -1.42506 1.88542 -1.35106
H 0.07366 1.50563 -2.17807
H -1.14211 4.33766 -2.01129
H -1.15507 3.27804 -3.41144
H 0.37271 3.93143 -2.82526
H 0.15445 3.02603 2.50922
H -1.33499 2.42967 1.74639
H -0.17067 5.25963 1.40814
H -1.63380 4.78952 2.28042
H -1.58526 4.65370 0.52790
H 0.63575 5.31211 -0.76040
H 1.13459 7.68574 -1.06740
H 3.46503 8.50361 -0.85259
H 5.28015 6.91397 -0.30843
H 4.79628 4.54368 0.01627
O -1.85035 0.26824 0.74055
N -2.36257 -0.83622 0.29384
N -1.54205 -1.78965 0.23515
O -0.27517 -1.62073 0.59815
C -1.94434 -3.09343 -0.24500
C -0.96830 -4.06280 -0.39883
C -1.35178 -5.30958 -0.86890
C -2.68035 -5.56436 -1.17203
C -3.64077 -4.57406 -1.00443
C -3.28241 -3.32302 -0.53634
H 0.06188 -3.85318 -0.15556
H -0.60704 -6.08270 -0.99675
H -2.97173 -6.53906 -1.53868
H -4.67683 -4.77655 -1.23748
H -4.02244 -2.54846 -0.40010
N 0.04143 0.03653 3.49898
C 0.00587 -0.11707 4.64084
C -0.06277 -0.31628 6.04135
C 1.01527 0.06559 6.84851
C 0.92798 -0.13526 8.21145
C -0.21678 -0.70593 8.75737
C -1.28561 -1.08215 7.95094
C -1.21806 -0.89120 6.58572
H 1.89773 0.51088 6.40925
H 1.74941 0.15288 8.85221
H -0.27668 -0.85922 9.82666
H -2.16896 -1.52311 8.39090
H -2.03949 -1.17682 5.94262

The calculation puts the total energy at -5689.34695 a.u. The total charge is +2. The value obtained for the orbital gap (spin up / spin down) is 8.22 / 5.10 eV. The energy above the lowest of the compared OMol25 structures with the same formula, charge and spin comes out at 0.0 kcal per mole. The HOMO energy (spin up / spin down) comes out at -13.588 / -13.599 eV. As for the spin multiplicity: 6.